Record 1
This record from the OMol25 dataset describes a single C2H5N3S2 molecule. The level of theory is ωB97M-V/def2-TZVPD.

Properties
HOMO ... -8.92 eV
Spin multiplicity ... 1
DFT total energy ... -1039.82922 hartree
SMILES ... [H]/N=C(/NS)NC=S

```
12
Properties=species:S:1:pos:R:3:forces:R:3
S -2.4830 -0.5408 -0.3467 0.36 0.50 -0.59
S 3.1637 -0.1215 -0.1472 -0.59 -0.16 -0.01
N 0.4794 -0.5282 0.1526 0.25 -1.17 -0.25
N 0.4769 1.8233 -0.2911 0.10 -0.87 -0.01
N -1.5052 0.7265 0.2579 0.15 -0.60 0.02
C 1.7684 -0.9714 -0.0810 -0.40 0.47 -0.16
C -0.0982 0.7294 0.0105 -0.13 1.43 -0.22
H 1.4802 1.6411 -0.4355 -0.37 0.30 0.31
H 1.7953 -2.0540 -0.2761 -0.15 0.36 0.36
H -2.8869 -1.0800 0.7880 -0.13 -0.19 0.70
H -1.9585 1.6310 0.1824 0.56 -0.08 -0.11
H -0.2321 -1.2554 0.1861 0.34 0.01 -0.04
```
Forces are in eV/Å.

Atomic partial charges in e from the Löwdin method, atoms 1 to 8:
1 S 0.77
2 S 0.66
3 N -0.01
4 N 0.14
5 N -0.36
6 C -0.67
7 C -0.56
8 H -0.02


Record 2
This record from the OMol25 dataset describes a single C2H5N3S2 molecule. The level of theory is ωB97M-V/def2-TZVPD.

Properties
HOMO ... -9.04 eV
Spin multiplicity ... 1
DFT total energy ... -1039.80077 hartree
SMILES ... [H]/N=C(/NS)C(N)=S

```
12
Properties=species:S:1:pos:R:3:forces:R:3
S -1.8739 -0.8829 -0.9510 -0.72 -0.81 0.78
S 2.4162 -0.5931 -1.0559 -0.68 -0.03 0.03
N -1.2426 0.3816 0.0397 -0.95 -0.37 -0.03
N 0.1879 2.0292 -0.5113 0.89 -3.21 -1.48
N 0.9775 -0.7291 1.1922 0.64 -1.72 -2.07
C 1.1066 -0.2900 -0.1168 0.66 0.73 0.68
C 0.0498 0.7273 -0.3728 -0.92 3.90 0.82
H -2.4004 -1.7888 -0.0061 0.70 1.13 -0.67
H -1.8123 1.2486 0.0191 0.36 -0.92 -0.06
H 1.4421 -1.6831 1.1364 -1.03 1.49 1.39
H 0.0499 -0.5403 1.6016 0.77 -0.77 -0.15
H 1.0992 2.1204 -0.9750 0.31 0.59 0.77
```
Forces are in eV/Å.

Atomic partial charges in e from the Löwdin method, atoms 1 to 8:
1 S 0.75
2 S 0.67
3 N -0.41
4 N 0.15
5 N 0.07
6 C -0.90
7 C -0.58
8 H -0.11


Record 3
This record from the OMol25 dataset describes 2 unconnected molecules or ions with the total composition C2H5N3S2. The level of theory is ωB97M-V/def2-TZVPD.

Properties
HOMO ... -9.36 eV
Spin multiplicity ... 1
DFT total energy ... -1039.75998 hartree
SMILES ... c1csnn1.NS

```
12
Properties=species:S:1:pos:R:3:forces:R:3
S 2.0280 0.3419 -0.7712 -0.47 -1.00 1.35
S -1.6240 -2.3869 -0.7482 0.00 -0.37 0.46
N -2.2528 -0.0455 -0.4758 0.30 2.33 2.80
N -2.4265 -1.0010 -1.2166 -0.66 -2.34 -2.84
N 2.0947 1.9259 -0.1909 -1.77 2.14 -1.67
C -1.0747 -1.6663 0.6930 0.16 0.60 -1.72
C -1.5074 -0.3695 0.6267 1.54 0.61 2.62
H 1.5505 2.5076 -0.8643 0.52 -0.32 0.96
H -1.1625 0.3149 1.4831 -1.02 -0.51 -1.91
H 3.0127 2.2550 -0.2416 1.74 0.70 0.06
H 1.5659 0.1343 0.4872 -0.02 -1.54 -0.71
H -0.2039 -2.0104 1.2187 -0.33 -0.32 0.61
```
Forces are in eV/Å.

Atomic partial charges in e from the Löwdin method, atoms 1 to 8:
1 S 0.62
2 S 0.95
3 N -0.10
4 N -0.36
5 N -0.46
6 C -0.43
7 C -0.28
8 H 0.03


Record 4
This record from the OMol25 dataset describes a molecular structure, C2H5N3S2. The level of theory is ωB97M-V/def2-TZVPD.

Properties
HOMO (alpha / beta) ... -4.50 / -8.43 eV
Spin multiplicity ... 3
DFT total energy ... -1039.57838 hartree

```
12
Properties=species:S:1:pos:R:3:forces:R:3
S 0.9786 -0.5820 0.6513 1.49 2.67 3.21
S -1.5717 -1.4509 -0.0963 -2.19 -1.68 -1.03
N 0.0444 -1.6724 -0.3631 -3.27 1.01 -0.47
N -2.4707 1.1761 0.3022 -3.47 0.91 0.95
N 2.2113 -0.4417 -0.2423 -0.41 -1.08 -2.61
C -0.1670 0.7506 0.1241 -2.23 1.71 2.36
C -1.6180 0.3159 0.1427 5.46 -1.19 -0.18
H -0.2265 1.7622 0.7391 0.99 -2.25 -1.11
H 2.9594 -0.1358 0.2755 2.21 0.86 1.49
H 0.2754 -2.6210 -0.5158 0.62 -1.60 -0.36
H 0.0901 0.9292 -0.8642 1.03 0.52 -1.93
H -3.4007 0.7942 0.4919 -0.21 0.13 -0.31
```
Forces are in eV/Å.

Atomic partial charges in e from the Löwdin method, atoms 1 to 8:
1 S 0.75
2 S 0.93
3 N -0.50
4 N 0.11
5 N -0.39
6 C -0.36
7 C -0.76
8 H 0.15


Record 5
This record from the OMol25 dataset describes a single C2H5N3Si molecule. The level of theory is ωB97M-V/def2-TZVPD.

Properties
HOMO (alpha / beta) ... -9.79 / -9.36 eV
Spin multiplicity ... 1
DFT total energy ... -532.76672 hartree

```
11
Properties=species:S:1:pos:R:3:forces:R:3
Si 0.1102 -0.8510 -0.3720 -1.00 0.91 0.40
N 0.8337 0.8697 -0.9168 -0.58 -2.06 -0.02
N -0.3635 1.9091 0.9009 -0.26 0.33 0.94
N -1.0521 -0.3819 0.9896 0.99 -0.68 -1.49
C 0.3892 1.8033 -0.1843 1.17 2.43 -1.28
C -1.0391 0.8390 1.3356 -1.52 0.30 1.77
H 0.6841 2.8060 -0.5278 0.13 0.00 -0.07
H 0.3412 -2.0846 0.4610 0.37 -0.56 -0.03
H -0.7675 -1.1175 -1.5002 -0.12 -0.27 -0.33
H -1.7306 1.1168 2.1367 -0.03 -0.02 0.08
H 1.5652 -1.0844 -0.7230 0.84 -0.38 0.02
```
Forces are in eV/Å.

Atomic partial charges in e from the Löwdin method, atoms 1 to 8:
1 Si 0.46
2 N 0.00
3 N 0.11
4 N -0.02
5 C -0.39
6 C -0.36
7 H 0.11
8 H -0.01


Record 6
This record from the OMol25 dataset describes a gas-phase ion, C2H5N4 (charge +1). The level of theory is ωB97M-V/def2-TZVPD.

Properties
Net charge ... +1
HOMO ... -15.29 eV
Spin multiplicity ... 1
DFT total energy ... -297.87291 hartree
SMILES ... N#C/[N+](N)=C/N

```
11
Properties=species:S:1:pos:R:3:forces:R:3
N -0.7879 0.9355 0.5258 1.40 -2.22 1.46
N 0.7349 -0.1892 -1.0874 -3.51 4.93 4.00
N 1.2686 -0.0876 -3.4755 0.44 -0.10 -1.11
N 0.6913 -1.2453 -0.2035 2.33 -2.66 0.50
C 1.0942 -0.2197 -2.3550 -0.14 0.26 -0.57
C -0.2215 0.9025 -0.6421 2.37 -2.93 -0.36
H 0.3175 -1.9584 -0.8139 -0.36 -1.03 0.65
H -0.6145 0.2408 1.3196 0.29 0.37 -2.10
H -1.3113 1.6593 0.9796 -0.49 1.17 -1.04
H -0.4025 1.6534 -1.3775 -0.08 0.56 -0.37
H 1.6735 -1.6469 0.1250 -2.26 1.64 -1.07
```
Forces are in eV/Å.

Atomic partial charges in e from the Löwdin method, atoms 1 to 8:
1 N 0.22
2 N -0.13
3 N 0.24
4 N 0.07
5 C -0.26
6 C 0.08
7 H 0.11
8 H 0.19


Record 7
This record from the OMol25 dataset describes a gas-phase ion, C2H5N4 (charge +1). The level of theory is ωB97M-V/def2-TZVPD.

Properties
Net charge ... +1
HOMO ... -12.67 eV
Spin multiplicity ... 1
DFT total energy ... -297.82746 hartree
SMILES ... C#[N+]N/C=N/N

```
11
Properties=species:S:1:pos:R:3:forces:R:3
N -0.8027 0.7963 0.1081 1.47 -0.99 0.02
N 0.6669 -1.0179 0.2267 -0.77 -1.46 1.15
N -1.9519 1.3992 0.1231 -0.72 0.26 -0.03
N 1.7181 -0.5840 -0.3067 2.38 0.57 -1.67
C 2.7155 -0.3821 -0.8691 -2.26 -0.10 1.17
C -0.6330 -0.4547 0.2675 -1.22 1.41 -0.23
H 0.7617 -1.8913 0.7420 0.31 0.20 -0.17
H -2.8270 0.9199 0.3078 0.20 0.14 -0.03
H 3.6649 0.0117 -1.1206 0.60 0.19 -0.19
H -1.3988 -1.2002 0.4793 0.17 0.03 -0.05
H -1.9137 2.4032 0.0419 -0.16 -0.25 0.03
```
Forces are in eV/Å.

Atomic partial charges in e from the Löwdin method, atoms 1 to 8:
1 N -0.03
2 N 0.05
3 N 0.05
4 N 0.07
5 C 0.33
6 C -0.15
7 H 0.19
8 H 0.13


Record 8
This record from the OMol25 dataset describes 2 unconnected molecules or ions with the total composition C2H5N4O2. The level of theory is ωB97M-V/def2-TZVPD.

Properties
Net charge ... -1
HOMO ... -4.38 eV
Spin multiplicity ... 1
DFT total energy ... -448.52735 hartree

```
13
Properties=species:S:1:pos:R:3:forces:R:3
O -2.1204 -0.9067 0.2665 0.07 -2.36 0.88
O -3.1358 0.9519 0.1536 -0.69 0.89 0.49
N 2.5696 1.5812 0.2054 -0.94 2.45 -0.34
N -2.0721 0.2957 0.0213 -2.81 1.45 -0.70
N -1.0436 0.7946 -0.4647 3.12 2.93 -1.40
N 1.8301 0.5570 0.1209 0.68 -0.32 2.23
C 1.3943 -0.4855 0.4516 -0.26 -0.30 -0.58
C 0.6140 -1.6276 -0.0400 -2.72 3.83 -0.36
H 1.0678 -2.4999 0.1473 1.69 -3.30 0.78
H -0.4735 -1.5555 0.4029 1.88 -0.13 -0.97
H 1.9457 2.4236 0.4974 1.06 -1.83 -0.68
H -1.1432 1.8643 -0.6555 -0.57 -2.65 0.75
H 0.5671 -1.3930 -1.1067 -0.51 -0.65 -0.09
```
Forces are in eV/Å.

Atomic partial charges in e from the Löwdin method, atoms 1 to 8:
1 O -0.12
2 O -0.14
3 N -0.06
4 N -0.66
5 N 0.05
6 N -0.17
7 C -0.09
8 C -0.10


Record 9
This record from the OMol25 dataset describes a gas-phase ion, C2H5N4S (charge -1). The level of theory is ωB97M-V/def2-TZVPD.

Properties
Net charge ... -1
HOMO (alpha / beta) ... -3.06 / -3.06 eV
Spin multiplicity ... 1
DFT total energy ... -696.32437 hartree
SMILES ... CN1C[N-][N+](=S)[N-]1

```
12
Properties=species:S:1:pos:R:3:forces:R:3
S -2.8066 0.3878 -1.7931 -0.27 0.43 -0.60
N -1.7264 -0.5678 0.3076 2.41 0.66 0.50
N -1.5312 0.2981 -0.6491 -1.31 -0.01 -1.63
N 0.3703 0.6735 0.2201 0.18 -2.19 1.88
N -0.4650 1.0221 -0.7924 -1.96 0.08 -1.01
C -0.5018 -0.3483 1.0743 1.28 0.98 -1.35
C 1.5704 0.0141 -0.3184 1.00 0.54 2.14
H 1.9130 -0.6139 0.5899 0.43 1.32 -1.43
H 0.1761 -1.2149 1.1796 -0.75 -0.01 0.65
H -0.7279 0.2207 1.9525 0.02 -0.27 1.15
H 1.4660 -0.7071 -1.1012 -0.70 -0.40 -0.90
H 2.2633 0.8356 -0.6698 -0.33 -1.15 0.61
```
Forces are in eV/Å.

Atomic partial charges in e from the Löwdin method, atoms 1 to 8:
1 S 0.18
2 N -0.07
3 N -0.79
4 N -0.24
5 N -0.07
6 C -0.20
7 C -0.15
8 H 0.08


Record 10
This record from the OMol25 dataset describes a single C2H5N5 molecule. The level of theory is ωB97M-V/def2-TZVPD.

Properties
HOMO ... -9.92 eV
Spin multiplicity ... 1
DFT total energy ... -352.95183 hartree
SMILES ... NCc1nn[nH]n1

```
12
Properties=species:S:1:pos:R:3:forces:R:3
N 0.2719 -0.9518 0.0454 -0.33 -1.16 -0.25
N 1.5707 -0.8300 0.0186 1.98 -1.28 -0.16
N 2.0007 0.4093 -0.0224 0.39 -0.25 -0.07
N 0.9438 1.1377 -0.0229 -0.63 0.68 -0.11
N -2.5062 -0.4596 -0.0589 0.65 1.13 0.47
C -1.5734 0.6897 0.0466 0.05 -0.23 -1.30
C -0.1170 0.2875 -0.0021 -0.68 0.91 0.59
H -1.7693 1.2634 0.9397 -0.10 0.03 0.36
H 2.2351 -1.6279 -0.0716 -1.02 1.04 0.27
H -2.2120 -1.0283 -0.8408 -0.03 -0.18 -0.02
H -1.7315 1.3913 -0.7955 -0.09 -0.35 0.35
H -2.3458 -1.0006 0.7827 -0.19 -0.34 -0.13
```
Forces are in eV/Å.

Atomic partial charges in e from the Löwdin method, atoms 1 to 8:
1 N 0.10
2 N -0.08
3 N 0.00
4 N 0.05
5 N 0.00
6 C -0.21
7 C -0.38
8 H 0.11


These records have energy relative to the best compared isomer or geometry (same formula, charge and spin) values of 142.15; 216.84; 323.94; 358.80; 496.78; 211.49; 330.83; 228.93; 78.76; 165.25 kJ/mol, in the order they appear.